Density functional theory data (ωB97M-V/def2-TZVPD) for a cluster of 3 separate species, C37H74BrFN2O14P in total.

Calculated values
- HOMO energy (hartree) = -0.38062
- charge = +1
- largest force on an atom (Eh/bohr) = 0.1918
- E_LUMO (eV) = -3.988

The geometry in XYZ format:
```
130
Properties=species:S:1:pos:R:3:forces:R:3:mulliken_charge:R:1
C -2.71523 6.42731 5.15092 0.4293 0.8471 -0.4047 -0.550
C -3.32600 7.12894 3.78669 -0.1316 0.0485 -0.1531 -0.299
C -4.90611 6.68482 3.48111 1.1892 -0.5432 -0.7345 -0.828
C -4.82009 5.10047 2.98583 -0.2321 0.9557 0.4999 0.641
C -6.27132 4.56017 2.44287 0.5233 -0.3915 0.6012 -0.802
C -6.14378 3.12630 1.65657 -1.3859 0.0184 0.3686 -0.437
C -5.43126 1.92721 2.56919 -0.2811 0.4081 -1.5694 -0.691
C -3.84284 1.89335 2.16087 0.1178 0.0282 0.3678 0.469
C -2.84186 1.58862 3.46736 -1.9055 -0.1377 0.2001 -0.673
C -1.67686 2.68528 3.68187 -1.1661 0.7643 -0.2644 -0.487
C -0.18534 2.42361 3.12899 1.5949 1.3822 3.2941 -1.556
N 0.02741 2.69459 1.63003 0.8938 0.2851 1.8414 0.725
C -0.42606 1.65030 0.69223 -1.1540 -2.4694 -2.9307 0.052
O -1.59123 1.81719 -0.12451 0.2565 1.2094 1.9394 0.004
C -1.98439 3.09758 -0.60460 -1.6499 1.8884 -2.7937 -0.022
C -1.33337 3.56893 -2.07193 -1.4153 0.6670 0.1003 -0.404
C -2.52219 4.28609 -3.00515 1.1194 0.8450 -0.2691 -0.385
C -1.70739 5.23944 -4.11164 0.0593 0.4396 -0.0656 -0.886
P 1.06266 1.34042 -0.53825 0.3761 -2.4637 -1.1625 0.357
O 0.28774 0.51925 -1.91077 1.3925 2.6220 1.1778 -0.334
Br 2.06145 3.27405 -1.16678 -0.8448 -0.2396 0.0961 -0.222
C -0.65877 0.13504 1.36348 -0.6915 0.4792 -0.8720 -1.240
C 0.09081 -0.17050 2.75850 -0.3864 -3.0574 0.1200 -0.216
C 1.18499 -1.36362 2.40818 0.4557 -0.0515 0.1111 -0.686
O 0.48541 -2.61641 1.96078 -3.0926 4.7838 2.9713 -0.145
O 1.31068 -3.35406 1.27266 3.2701 -1.7461 -3.6945 -0.436
C 0.61966 1.06643 3.66264 -1.3030 0.3516 0.0091 2.254
C 0.05223 0.87208 5.21170 -0.0281 0.1420 1.1820 -0.924
C 0.91658 -0.09836 6.18887 -0.5857 -0.7549 1.2950 -0.518
C 0.74153 -1.73013 5.86310 -3.5877 -2.3628 -1.0604 0.566
O -0.43809 -2.29381 5.58866 8.0710 3.8263 1.5932 -0.504
O 2.02189 -2.50677 5.85296 -3.0438 1.8216 1.1820 -0.461
C 2.24105 1.32966 3.68165 4.1479 5.6501 -1.2818 -0.737
O 2.85141 2.51971 3.40867 -5.2196 -6.6384 1.0234 -0.570
N 3.32179 0.30080 4.08356 0.1990 1.2425 -2.2300 -0.076
C 4.52706 0.48101 3.14475 6.8379 3.3736 2.4148 0.549
O 5.64347 1.05178 3.64010 -7.9874 -4.4243 -3.7245 -0.486
F 4.57368 0.02613 1.73602 -1.2723 1.2262 4.7856 -0.176
H -2.39032 7.31852 5.86273 -0.6551 -2.2046 -1.2573 0.316
H -1.74277 5.81975 4.83785 -2.0678 1.1763 0.9370 -0.062
H -3.48789 5.72784 5.68552 1.5284 1.3791 -1.0144 0.241
H -2.63868 6.76185 2.89204 -1.6278 0.8234 1.6164 0.102
H -3.19419 8.30965 3.83602 -0.4222 -2.5902 -0.0200 0.356
H -5.60133 6.84000 4.41453 1.4440 -0.3810 -1.7907 0.298
H -5.33041 7.29806 2.57335 0.8254 -1.0412 1.8527 0.344
H -3.97588 5.08878 2.14525 -1.8635 -0.1287 1.6330 -0.248
H -4.43868 4.47890 3.92627 -0.7937 1.0333 -2.1313 -0.065
H -6.94228 4.36384 3.40004 1.2541 0.5708 -2.0136 0.255
H -6.78257 5.40180 1.77513 1.1105 -1.9431 1.3692 0.304
H -7.25954 2.77189 1.42547 2.4300 0.8016 0.3770 0.319
H -5.61736 3.29063 0.62435 -0.7881 -0.4925 1.9471 0.139
H -5.64227 2.12058 3.70464 0.5201 -0.3961 -2.1516 0.337
H -5.93816 0.91052 2.21886 1.1344 2.1320 1.0580 0.360
H -3.72463 1.05889 1.33295 -0.0620 1.9118 1.6026 0.208
H -3.56169 2.96187 1.71026 -0.5432 -2.4682 0.9045 -0.813
H -3.57852 1.68553 4.40424 1.7880 -0.2097 -1.9236 0.533
H -2.52545 0.46372 3.44810 -0.2723 2.2405 0.1110 0.232
H -1.69260 2.99283 4.83673 0.6095 -0.7731 -2.6927 0.560
H -2.05937 3.68002 3.13631 0.8622 -2.0107 1.1055 0.027
H 0.43183 3.32026 3.63328 -1.2026 -1.9196 -1.2171 0.318
H -0.29628 3.67591 1.49883 -0.1533 -0.8612 -0.5908 0.691
H 1.08837 2.75737 1.54088 -1.1223 0.0583 0.1029 0.547
H -3.15564 3.03491 -0.84833 2.5979 -0.1767 0.8911 0.110
H -1.88441 4.03088 0.08878 0.0475 -1.8571 -0.6171 0.044
H -0.55373 4.41569 -1.86463 -1.2167 -1.9329 -0.5944 0.278
H -0.94066 2.67240 -2.70995 -0.4705 1.7146 1.4995 -0.127
H -3.18983 5.03331 -2.39227 1.2682 -1.7024 -0.9004 0.285
H -3.21187 3.49787 -3.54094 1.4604 1.5434 1.1716 0.345
H -2.16333 6.34158 -4.13680 0.8667 -2.5657 -0.1046 0.272
H -0.56823 5.38657 -3.81880 -2.3953 -0.4491 -0.4837 0.254
H -1.71601 4.77699 -5.18695 -0.1105 0.9518 2.0747 0.260
H 0.60362 0.91733 -2.77426 -0.4284 -0.5816 1.3106 0.256
H -1.83868 -0.03239 1.44477 2.7147 0.7133 -0.1207 -0.028
H -0.33322 -0.62947 0.50510 -0.5068 1.5858 2.0016 0.588
H -0.71249 -0.73810 3.44177 1.7711 1.3230 -1.5204 0.411
H 1.79707 -1.00329 1.47407 -0.6919 -0.6085 1.8896 0.356
H 1.83573 -1.70714 3.31492 -0.9645 1.0483 -1.7484 0.183
H 1.36119 -2.92397 0.36318 -0.0629 -0.8854 1.1752 0.334
H -0.00084 1.93071 5.76257 0.3588 -2.2751 -1.3284 0.332
H -1.06124 0.44218 5.24056 2.5590 0.9495 -0.5028 0.190
H 0.41619 0.01136 7.27040 1.0040 -0.2460 -2.3763 0.429
H 2.03914 0.21134 6.36228 -2.2727 -0.7872 -0.6709 0.326
H 2.51746 -2.36855 6.71479 -0.8889 0.0969 -1.3872 0.347
H 3.68128 0.68889 5.00364 -0.1391 -0.6311 -1.4937 0.378
C -1.96194 -7.20316 -2.45681 0.2664 0.3233 -0.1195 -0.822
O -1.53453 -6.22595 -3.39377 -0.4011 0.0608 0.2065 -0.198
C -2.48374 -6.02104 -4.44113 0.6240 0.3628 0.0561 -0.587
C -2.40416 -4.58296 -4.96318 -0.4079 -0.2417 0.0217 -0.253
O -3.02165 -3.62259 -4.09597 0.4816 -0.0905 0.2733 -0.498
C -2.32954 -3.34398 -2.86945 -0.1070 0.1904 -0.3592 -0.453
C -1.03117 -2.55722 -3.06642 0.0465 -0.8159 0.0791 0.019
O 0.00562 -3.41675 -3.54045 -0.0815 0.3464 -0.2979 -0.155
C 0.96633 -2.72872 -4.32598 -0.0787 -0.3321 0.2811 -0.802
H -2.00618 -8.18681 -2.92599 -0.1286 -0.1620 0.0586 0.328
H -1.23827 -7.22699 -1.63774 -0.0146 0.0088 -0.2000 0.231
H -2.93798 -6.93276 -2.03934 -0.0621 -0.1283 -0.0412 0.351
H -3.50235 -6.22305 -4.09223 0.0109 0.0401 0.0170 0.358
H -2.23641 -6.71881 -5.24791 -0.1976 0.0179 -0.1722 0.411
H -2.97502 -4.53734 -5.89858 -0.0480 0.0046 0.2180 0.402
H -1.38333 -4.29165 -5.21015 0.0902 -0.1711 0.2013 0.030
H -2.17343 -4.25828 -2.29334 0.2800 0.0367 -0.1226 0.179
H -3.01545 -2.72150 -2.28585 0.0123 0.0556 -0.1614 0.382
H -0.70166 -2.14661 -2.10592 -0.1480 0.2335 0.1047 -0.110
H -1.20822 -1.73419 -3.76807 -0.0212 -0.0132 -0.0135 0.333
H 0.48879 -2.22307 -5.16951 -0.0105 0.1380 -0.0203 0.440
H 1.67132 -3.46303 -4.72434 -0.0851 0.0765 0.1567 0.262
H 1.51280 -2.00385 -3.70909 0.0501 0.0856 -0.1259 0.154
C 7.64667 -3.43726 -6.81921 -0.3423 -0.1640 0.2740 -0.803
O 7.11366 -4.24239 -5.77846 0.2782 0.3690 0.0730 -0.236
C 8.12810 -4.77662 -4.92670 -0.7051 -0.1121 0.1064 -0.569
C 7.58555 -4.97931 -3.50843 0.4321 0.1501 -0.0611 -0.279
O 7.47241 -3.76292 -2.75794 -0.4200 0.0100 -0.3627 -0.476
C 6.42432 -2.86855 -3.16119 0.0769 -0.2146 0.3434 -0.405
C 5.02138 -3.38281 -2.82827 0.2546 -0.1641 -0.7136 -0.411
O 4.62334 -4.38613 -3.76281 0.0753 -0.1214 0.3950 -0.230
C 3.71316 -5.32019 -3.20380 0.0325 0.2425 -0.2871 -0.757
H 8.23267 -4.04571 -7.50917 0.1669 0.0684 -0.1260 0.328
H 6.81106 -2.98408 -7.35914 0.0599 -0.1749 0.0782 0.227
H 8.25968 -2.63008 -6.40359 0.1227 -0.0378 -0.0780 0.349
H 8.99848 -4.11244 -4.88923 -0.0304 0.0220 0.0259 0.356
H 8.43175 -5.74183 -5.34516 0.2088 -0.0782 0.1347 0.408
H 8.31155 -5.59144 -2.95965 -0.0154 0.2133 -0.0552 0.414
H 6.64744 -5.53419 -3.50303 -0.0616 0.1144 -0.2513 0.067
H 6.52489 -2.59961 -4.21465 -0.2179 -0.2136 -0.0170 0.147
H 6.59152 -1.95081 -2.58819 0.0140 -0.1478 0.0969 0.412
H 4.30152 -2.56081 -2.90488 -0.0057 0.2111 0.1901 0.260
H 5.01189 -3.77549 -1.80517 0.0414 -0.0149 -0.0112 0.368
H 4.13699 -5.79045 -2.31247 -0.0493 0.0164 0.1231 0.386
H 3.52719 -6.10181 -3.94502 0.0265 0.2052 0.0252 0.229
H 2.76478 -4.82577 -2.95735 -0.0145 -0.1656 0.1152 0.217
```
Forces are in eV/Å.